(1)
This record from the OMol25 dataset describes a cluster of 13 separate species, C51H99Cl21N4O4 in total in a non-equilibrium geometry. The level of theory is ωB97M-V/def2-TZVPD.

Atoms and positions in Å:
C (-5.19, -8.22, -24.85)
C (-6.48, -7.47, -24.48)
C (-6.06, -5.97, -24.45)
C (-7.22, -5.02, -24.48)
C (-8.13, -5.27, -25.69)
C (-8.66, -6.72, -25.73)
N (-7.61, -7.66, -25.52)
O (-7.99, -9.13, -25.65)
C (-9.76, -6.89, -24.72)
C (-9.25, -6.86, -27.15)
C (-6.84, -7.78, -22.98)
H (-4.83, -8.07, -25.87)
H (-5.38, -9.28, -24.71)
H (-4.29, -8.01, -24.27)
H (-5.57, -5.80, -23.49)
H (-5.48, -5.67, -25.32)
H (-6.87, -4.02, -24.24)
H (-7.68, -5.25, -23.52)
H (-7.67, -5.07, -26.65)
H (-8.94, -4.55, -25.75)
H (-10.62, -6.35, -25.11)
H (-10.11, -7.90, -24.53)
H (-9.55, -6.52, -23.71)
H (-9.83, -5.96, -27.35)
H (-8.60, -7.05, -28.00)
H (-10.05, -7.60, -27.11)
H (-5.96, -7.61, -22.36)
H (-7.17, -8.82, -22.87)
H (-7.57, -7.08, -22.56)
C (-9.46, -10.15, -15.41)
C (-9.75, -8.70, -14.90)
C (-10.51, -8.91, -13.53)
C (-10.60, -7.60, -12.79)
C (-9.26, -7.08, -12.48)
C (-8.40, -6.89, -13.76)
N (-8.40, -8.05, -14.70)
O (-7.52, -7.87, -15.92)
C (-8.82, -5.51, -14.41)
C (-6.95, -6.77, -13.14)
C (-10.69, -7.99, -15.92)
H (-9.21, -10.16, -16.47)
H (-10.25, -10.90, -15.48)
H (-8.70, -10.54, -14.74)
H (-11.54, -9.26, -13.59)
H (-9.96, -9.54, -12.83)
H (-11.06, -7.73, -11.82)
H (-11.23, -6.94, -13.39)
H (-8.72, -7.72, -11.78)
H (-9.39, -6.15, -11.93)
H (-8.88, -4.70, -13.69)
H (-8.00, -5.13, -15.02)
H (-9.74, -5.51, -14.99)
H (-6.73, -7.72, -12.64)
H (-6.15, -6.60, -13.87)
H (-6.77, -6.01, -12.39)
H (-11.16, -7.07, -15.57)
H (-11.57, -8.60, -16.09)
H (-10.20, -7.72, -16.86)
C (2.24, -11.41, -23.05)
C (0.94, -12.18, -22.70)
C (1.54, -13.28, -21.81)
C (0.53, -14.22, -21.04)
C (-0.13, -13.25, -20.14)
C (-0.91, -12.07, -20.84)
N (-0.03, -11.38, -21.92)
O (-0.56, -10.29, -22.58)
C (-2.31, -12.65, -21.20)
C (-1.12, -11.09, -19.63)
C (0.41, -12.87, -23.98)
H (2.71, -10.85, -22.24)
H (1.93, -10.65, -23.77)
H (2.97, -11.99, -23.60)
H (2.27, -13.88, -22.35)
H (2.12, -12.70, -21.09)
H (0.97, -15.05, -20.50)
H (-0.09, -14.76, -21.75)
H (0.59, -12.80, -19.46)
H (-0.87, -13.65, -19.44)
H (-2.34, -13.49, -21.89)
H (-2.93, -12.81, -20.32)
H (-2.85, -11.85, -21.70)
H (-0.20, -10.81, -19.12)
H (-1.47, -10.08, -19.84)
H (-1.65, -11.61, -18.83)
H (1.18, -13.45, -24.48)
H (0.03, -12.11, -24.66)
H (-0.35, -13.60, -23.70)
C (-3.17, -16.80, -25.02)
C (-3.93, -15.40, -25.03)
C (-3.77, -14.93, -26.46)
C (-4.65, -13.82, -26.93)
C (-6.08, -14.17, -26.72)
C (-6.43, -14.66, -25.22)
N (-5.43, -15.56, -24.71)
O (-5.64, -16.03, -23.33)
C (-6.52, -13.30, -24.48)
C (-7.78, -15.36, -25.27)
C (-3.24, -14.34, -24.18)
H (-3.78, -17.63, -25.38)
H (-2.93, -17.14, -24.02)
H (-2.23, -16.80, -25.58)
H (-2.75, -14.64, -26.71)
H (-4.00, -15.76, -27.14)
H (-4.51, -13.81, -28.01)
H (-4.22, -12.89, -26.55)
H (-6.43, -14.87, -27.47)
H (-6.56, -13.22, -26.97)
H (-6.61, -13.47, -23.41)
H (-5.71, -12.61, -24.76)
H (-7.45, -12.81, -24.78)
H (-8.00, -15.64, -24.24)
H (-8.61, -14.73, -25.59)
H (-7.68, -16.32, -25.79)
H (-2.36, -13.84, -24.57)
H (-3.01, -14.72, -23.18)
H (-3.87, -13.50, -23.87)
Cl (0.55, -10.53, -14.08)
C (-0.85, -9.48, -14.18)
C (-1.63, -9.67, -15.50)
Cl (-0.67, -9.26, -16.88)
H (-0.48, -8.46, -14.16)
H (-1.42, -9.78, -13.30)
H (-2.57, -9.13, -15.64)
H (-1.90, -10.72, -15.56)
Cl (-12.12, -15.55, -18.11)
C (-10.51, -14.97, -17.59)
C (-10.59, -13.47, -17.13)
Cl (-10.95, -12.29, -18.48)
H (-9.73, -15.23, -18.30)
H (-10.24, -15.54, -16.70)
H (-9.70, -13.04, -16.68)
H (-11.28, -13.27, -16.31)
Cl (-2.93, -14.60, -17.47)
C (-4.49, -14.07, -18.03)
C (-4.90, -15.17, -19.03)
Cl (-6.64, -15.66, -18.74)
H (-4.46, -13.09, -18.51)
H (-5.16, -14.16, -17.18)
H (-4.34, -16.07, -18.76)
H (-4.67, -14.81, -20.03)
Cl (-4.33, -3.92, -14.66)
C (-4.80, -4.22, -16.31)
C (-4.43, -5.64, -16.77)
Cl (-2.72, -5.99, -16.39)
H (-4.25, -3.49, -16.91)
H (-5.86, -4.02, -16.49)
H (-4.51, -5.76, -17.85)
H (-5.07, -6.33, -16.22)
Cl (-7.19, -5.50, -18.79)
C (-8.14, -4.06, -18.77)
C (-9.50, -4.39, -18.13)
Cl (-10.55, -5.29, -19.16)
H (-8.20, -3.68, -19.79)
H (-7.70, -3.20, -18.26)
H (-9.97, -3.43, -17.91)
H (-9.28, -4.91, -17.19)
Cl (-6.38, -12.75, -14.98)
C (-5.11, -11.75, -14.29)
C (-5.45, -10.26, -14.63)
Cl (-4.44, -9.03, -13.79)
H (-4.14, -12.02, -14.72)
H (-4.95, -11.87, -13.22)
H (-6.41, -9.97, -14.20)
H (-5.52, -9.94, -15.67)
C (-10.42, -12.54, -21.98)
Cl (-10.90, -13.65, -23.19)
Cl (-10.23, -10.97, -22.58)
Cl (-8.84, -13.10, -21.33)
H (-11.12, -12.55, -21.15)
C (-7.08, -9.97, -18.82)
Cl (-7.10, -11.37, -17.77)
Cl (-7.01, -10.44, -20.55)
Cl (-5.71, -8.89, -18.41)
H (-8.03, -9.44, -18.71)
C (-12.84, -7.90, -19.83)
Cl (-11.28, -8.56, -20.21)
Cl (-13.53, -8.78, -18.50)
Cl (-13.98, -7.85, -21.11)
H (-12.82, -6.88, -19.45)

HOMO level (alpha / beta), eV: -8.57 / -9.54
Spin multiplicity: 5
Electronic energy, eV: -331601.935

Here are the Mulliken charges for atoms 1 to 99, given in e:
1 C -1.78
2 C 1.73
3 C -1.30
4 C -0.50
5 C -1.45
6 C 1.75
7 N 0.37
8 O -0.45
9 C -1.84
10 C -1.79
11 C -1.51
12 H 0.47
13 H 0.18
14 H 0.42
15 H 0.52
16 H 0.31
17 H 0.39
18 H 0.14
19 H 0.47
20 H 0.55
21 H 0.42
22 H 0.40
23 H 0.35
24 H 0.43
25 H 0.38
26 H 0.40
27 H 0.56
28 H 0.14
29 H 0.23
30 C -1.53
31 C 1.63
32 C -1.22
33 C -0.60
34 C -1.37
35 C 1.39
36 N 0.38
37 O 0.27
38 C -1.22
39 C -1.42
40 C -1.62
41 H -0.17
42 H 0.42
43 H 0.40
44 H 0.44
45 H 0.35
46 H 0.42
47 H 0.32
48 H 0.42
49 H 0.39
50 H 0.45
51 H 0.02
52 H 0.29
53 H 0.45
54 H -0.12
55 H 0.38
56 H 0.30
57 H 0.43
58 H 0.24
59 C -1.86
60 C 1.54
61 C -1.62
62 C -0.51
63 C -1.42
64 C 1.77
65 N 0.63
66 O -0.56
67 C -0.35
68 C -2.11
69 C -1.09
70 H 0.41
71 H 0.46
72 H 0.36
73 H 0.51
74 H 0.48
75 H 0.39
76 H 0.16
77 H 0.50
78 H 0.25
79 H -0.27
80 H -0.24
81 H 0.66
82 H 0.60
83 H 0.46
84 H 0.32
85 H 0.41
86 H 0.40
87 H -0.08
88 C -1.87
89 C 1.81
90 C -1.54
91 C -0.56
92 C -1.34
93 C 1.81
94 N 0.33
95 O -0.47
96 C -1.64
97 C -1.78
98 C -1.85
99 H 0.48


(2)
This record from the OMol25 dataset describes a cluster of 13 separate species, C52H102O14 in total in a non-equilibrium geometry. The level of theory is ωB97M-V/def2-TZVPD.

Atoms and positions in Å:
C (-21.07, -22.69, 15.11)
C (-22.34, -22.78, 15.95)
C (-23.36, -23.42, 15.05)
O (-22.52, -24.22, 14.21)
C (-21.40, -23.44, 13.89)
H (-20.07, -22.91, 15.47)
H (-20.89, -21.69, 14.71)
H (-22.73, -21.82, 16.28)
H (-22.18, -23.35, 16.87)
H (-24.06, -22.80, 14.49)
H (-23.96, -24.11, 15.64)
H (-21.59, -22.84, 12.99)
H (-20.48, -23.99, 13.71)
C (-15.83, -10.39, 20.51)
C (-14.42, -10.80, 20.80)
C (-13.55, -9.80, 20.11)
O (-14.48, -8.69, 20.02)
C (-15.76, -8.91, 20.65)
H (-16.55, -10.95, 21.11)
H (-16.18, -10.57, 19.49)
H (-14.39, -11.80, 20.36)
H (-14.27, -10.87, 21.88)
H (-13.21, -10.14, 19.14)
H (-12.73, -9.61, 20.80)
H (-16.59, -8.36, 20.22)
H (-15.73, -8.47, 21.65)
C (-8.86, -16.78, 11.32)
C (-10.02, -16.37, 12.28)
C (-9.50, -15.16, 13.00)
O (-8.26, -14.84, 12.41)
C (-7.64, -16.01, 11.87)
H (-9.14, -16.46, 10.32)
H (-8.67, -17.85, 11.23)
H (-10.11, -17.28, 12.87)
H (-10.91, -16.19, 11.69)
H (-9.34, -15.20, 14.08)
H (-10.13, -14.28, 12.85)
H (-7.18, -16.37, 12.79)
H (-6.91, -15.74, 11.11)
C (-23.60, -8.42, 17.05)
C (-23.31, -7.04, 16.50)
C (-22.26, -6.47, 17.51)
O (-21.67, -7.67, 18.09)
C (-22.29, -8.86, 17.64)
H (-24.05, -9.17, 16.40)
H (-24.34, -8.44, 17.84)
H (-24.27, -6.53, 16.55)
H (-22.91, -6.99, 15.49)
H (-22.82, -5.97, 18.30)
H (-21.69, -5.70, 17.00)
H (-22.48, -9.46, 18.52)
H (-21.82, -9.33, 16.78)
C (-24.63, -17.69, 13.75)
C (-23.66, -16.65, 14.14)
C (-24.60, -15.53, 14.58)
O (-25.54, -15.61, 13.51)
C (-25.45, -16.82, 12.80)
H (-25.23, -18.12, 14.55)
H (-24.25, -18.62, 13.33)
H (-22.99, -16.38, 13.32)
H (-23.02, -16.94, 14.97)
H (-24.24, -14.51, 14.71)
H (-25.15, -15.76, 15.49)
H (-24.92, -16.75, 11.85)
H (-26.43, -17.29, 12.70)
C (-15.36, -20.51, 19.04)
C (-14.26, -20.15, 19.97)
C (-13.16, -21.32, 19.90)
O (-13.77, -22.24, 18.96)
C (-14.59, -21.49, 18.03)
H (-15.73, -19.63, 18.50)
H (-16.20, -21.01, 19.52)
H (-14.73, -20.05, 20.95)
H (-13.88, -19.17, 19.67)
H (-12.97, -21.84, 20.84)
H (-12.18, -21.03, 19.53)
H (-15.36, -22.02, 17.47)
H (-13.96, -20.99, 17.30)
C (-14.58, -23.31, 11.48)
C (-15.48, -22.10, 11.15)
C (-14.91, -21.71, 9.74)
O (-14.71, -22.90, 9.12)
C (-14.28, -23.91, 10.11)
H (-14.95, -24.15, 12.06)
H (-13.63, -22.93, 11.86)
H (-15.32, -21.29, 11.86)
H (-16.54, -22.34, 11.13)
H (-13.97, -21.17, 9.88)
H (-15.44, -20.89, 9.26)
H (-13.21, -24.02, 9.96)
H (-14.84, -24.81, 9.87)
C (-21.84, -16.69, 22.13)
C (-21.73, -15.50, 21.09)
C (-20.34, -15.67, 20.50)
O (-20.49, -17.11, 20.25)
C (-21.06, -17.84, 21.37)
H (-22.89, -16.90, 22.35)
H (-21.29, -16.34, 23.00)
H (-21.90, -14.51, 21.52)
H (-22.43, -15.74, 20.28)
H (-19.67, -15.16, 21.18)
H (-20.23, -15.20, 19.52)
H (-20.33, -18.29, 22.03)
H (-21.72, -18.61, 20.96)
C (-11.27, -13.00, 7.89)
C (-12.34, -13.87, 7.12)
C (-13.70, -13.27, 7.44)
O (-13.34, -12.01, 8.02)
C (-11.95, -11.67, 7.73)
H (-10.25, -12.88, 7.54)
H (-11.15, -13.09, 8.97)
H (-12.25, -14.93, 7.36)
H (-12.18, -13.79, 6.05)
H (-14.26, -13.80, 8.20)
H (-14.25, -13.05, 6.52)
H (-11.57, -10.96, 8.47)
H (-11.68, -11.26, 6.76)
C (-14.92, -5.42, 12.46)
C (-14.89, -4.94, 13.91)
C (-13.52, -5.15, 14.42)
O (-13.16, -6.38, 13.73)
C (-13.79, -6.45, 12.47)
H (-14.53, -4.58, 11.87)
H (-15.86, -5.77, 12.05)
H (-15.51, -5.64, 14.47)
H (-15.26, -3.97, 14.25)
H (-13.45, -5.22, 15.50)
H (-12.82, -4.35, 14.19)
H (-14.24, -7.37, 12.08)
H (-13.05, -6.00, 11.81)
C (-23.39, -10.61, 10.67)
C (-22.65, -10.16, 9.48)
C (-23.86, -9.92, 8.54)
O (-24.65, -11.12, 8.68)
C (-24.34, -11.64, 10.00)
H (-23.86, -9.75, 11.14)
H (-22.84, -11.14, 11.45)
H (-22.01, -10.90, 9.00)
H (-22.03, -9.28, 9.62)
H (-23.61, -9.50, 7.57)
H (-24.53, -9.13, 8.90)
H (-23.83, -12.60, 9.90)
H (-25.28, -11.86, 10.51)
C (-16.07, -14.46, 14.56)
C (-15.98, -13.05, 13.96)
C (-17.39, -12.69, 13.41)
O (-17.88, -14.02, 13.17)
C (-17.01, -15.08, 13.46)
H (-16.54, -14.57, 15.53)
H (-15.09, -14.88, 14.78)
H (-15.42, -13.10, 13.03)
H (-15.53, -12.27, 14.58)
H (-17.27, -12.07, 12.53)
H (-17.93, -12.20, 14.23)
H (-16.54, -15.43, 12.54)
H (-17.61, -15.85, 13.93)
O (-18.69, -17.06, 6.71)
C (-19.40, -17.79, 7.30)
O (-19.60, -19.07, 7.00)
C (-20.62, -19.69, 7.85)
C (-20.76, -18.70, 9.05)
C (-20.39, -17.40, 8.42)
H (-20.24, -20.62, 8.25)
H (-21.59, -19.81, 7.36)
H (-20.10, -18.82, 9.91)
H (-21.63, -18.53, 9.68)
H (-20.17, -16.63, 9.16)
H (-21.30, -17.02, 7.97)

HOMO level, eV: -9.39
Electronic energy, eV: -84230.011

Here are the Mulliken charges for atoms 1 to 99, given in e:
1 C -0.47
2 C -0.48
3 C -0.38
4 O -0.42
5 C -0.43
6 H 0.32
7 H 0.22
8 H 0.31
9 H 0.24
10 H 0.29
11 H 0.24
12 H 0.28
13 H 0.29
14 C -0.48
15 C -0.55
16 C -0.31
17 O -0.43
18 C -0.43
19 H 0.35
20 H 0.23
21 H 0.28
22 H 0.28
23 H 0.30
24 H 0.24
25 H 0.28
26 H 0.24
27 C -0.53
28 C -0.35
29 C -0.45
30 O -0.43
31 C -0.34
32 H 0.19
33 H 0.34
34 H 0.25
35 H 0.28
36 H 0.29
37 H 0.21
38 H 0.27
39 H 0.26
40 C -0.62
41 C -0.53
42 C -0.39
43 O -0.40
44 C -0.37
45 H 0.39
46 H 0.24
47 H 0.28
48 H 0.28
49 H 0.25
50 H 0.31
51 H 0.28
52 H 0.28
53 C -0.62
54 C -0.49
55 C -0.35
56 O -0.41
57 C -0.33
58 H 0.26
59 H 0.34
60 H 0.22
61 H 0.33
62 H 0.27
63 H 0.22
64 H 0.26
65 H 0.30
66 C -0.49
67 C -0.48
68 C -0.40
69 O -0.42
70 C -0.46
71 H 0.28
72 H 0.28
73 H 0.26
74 H 0.30
75 H 0.26
76 H 0.25
77 H 0.34
78 H 0.28
79 C -0.49
80 C -0.54
81 C -0.46
82 O -0.41
83 C -0.42
84 H 0.31
85 H 0.26
86 H 0.31
87 H 0.26
88 H 0.26
89 H 0.38
90 H 0.25
91 H 0.29
92 C -0.61
93 C -0.60
94 C -0.40
95 O -0.40
96 C -0.34
97 H 0.33
98 H 0.28
99 H 0.37


- Which formula does entry 1 have?
  C51H99Cl21N4O4